No. 1
Computed, not measured: a cluster of 14 separate species, C4H36N2O14S in total at a distorted geometry, with the ωB97M-V functional and the def2-TZVPD basis.

Each line ends with the Löwdin charge.
Atoms and positions in Å:
O: -1.3402 -1.0933 -1.4960  -0.036
C: -0.4677 -0.9662 -0.6064  -0.424
N: -0.8400 -0.7906 0.6646  0.118
C: 0.0649 -0.5257 1.7823  -0.245
C: -0.4082 -1.2333 3.0521  -0.519
S: -1.5849 -0.2425 4.0467  0.711
C: 0.9988 -1.0211 -0.9961  -0.177
N: 1.2616 -1.1338 -2.4227  0.043
H: -1.8330 -0.6383 0.8453  0.116
H: 0.1849 0.5523 1.9560  0.095
H: 1.0773 -0.8794 1.5366  0.088
H: 0.4572 -1.4078 3.6819  0.067
H: -0.8577 -2.2048 2.8297  0.076
H: -2.6127 -0.1938 3.1754  -0.164
H: 1.4688 -1.8880 -0.4832  0.117
H: 1.4548 -0.1144 -0.6115  0.078
H: 0.8048 -1.9402 -2.8279  0.079
H: 0.8918 -0.3075 -2.9039  0.063
H: -3.9934 0.0139 0.1624  0.003
H: -3.3150 1.2110 0.8717  -0.004
O: -3.6683 0.3210 1.0310  -0.101
H: 1.9745 -4.9222 0.5717  0.064
H: 0.7168 -4.0227 0.4321  0.014
O: 1.5819 -4.1080 0.8969  -0.067
H: 4.1140 -2.5695 1.8971  0.062
H: 2.7886 -2.8621 1.1400  0.002
O: 3.4706 -2.1698 1.3017  -0.067
H: 3.3871 0.9688 -0.7798  0.014
H: 3.2492 0.4746 -2.2097  0.040
O: 3.3478 1.2878 -1.7030  -0.059
H: 3.2310 -0.3905 1.1878  0.022
H: 3.1476 1.1169 1.6367  0.073
O: 2.9260 0.4985 0.9198  -0.077
H: 1.8635 2.2763 -1.9903  0.027
H: 0.3820 2.1227 -2.4663  0.012
O: 0.9823 2.7202 -1.9760  -0.068
H: 1.6033 3.4301 3.3590  0.029
H: 1.4467 3.2745 1.8129  -0.004
O: 2.0971 3.3413 2.5456  -0.071
H: -1.6095 1.6933 -2.9620  0.007
H: -1.0834 0.2417 -2.7036  0.002
O: -0.8832 1.0737 -3.1520  -0.068
H: 0.6071 2.7610 -0.4118  0.048
H: 0.9751 1.7387 0.7049  0.023
O: 0.4116 2.5250 0.5638  -0.107
H: -2.5213 3.3669 0.9612  0.084
H: -1.3400 2.5543 0.4584  0.038
O: -2.3191 2.6541 0.3484  -0.058
H: -1.1069 -3.6000 -0.9806  0.052
H: -1.3673 -5.0009 -0.3785  0.071
O: -0.6664 -4.3898 -0.6253  -0.034
H: -2.5001 3.5806 -2.6607  0.061
H: -2.7119 2.7723 -1.3662  0.007
O: -2.8882 2.7719 -2.3242  -0.051
H: -3.9861 0.3936 -2.1217  0.043
H: -3.0639 -0.7191 -1.6398  0.018
O: -4.0001 -0.4015 -1.5744  -0.067

Computed properties:
Orbital gap: 9.25 eV
2S+1: 1
E: -47216.6567 eV
ΔE to the lowest compared entry with this formula, charge and spin: 0.0 kcal/mol

No. 2
Computed, not measured: a cluster of 13 separate species, C4H37N2O12 in total at a distorted geometry, with the ωB97M-V functional and the def2-TZVPD basis.

Each line ends with the Löwdin charge.
Atoms and positions in Å:
C: -1.5243 2.2854 0.3311  -0.033
C: -0.3273 1.3628 0.4564  -0.306
C: 0.9600 1.9073 -0.1564  -0.151
C: 2.3086 1.4622 0.3645  -0.250
N: 2.6791 0.0617 0.1520  0.039
N: -0.7152 0.0346 -0.1814  0.208
H: -2.3228 1.9845 1.0163  0.087
H: -1.2473 3.2783 0.6779  0.092
H: -1.9736 2.2434 -0.6590  0.079
H: -0.1386 1.1388 1.5070  0.119
H: 0.9023 2.9995 -0.1989  0.127
H: 0.8824 1.7539 -1.2503  0.088
H: 3.0517 2.1472 -0.0637  0.114
H: 2.4577 1.6788 1.4217  0.083
H: 3.0905 -0.4014 0.9297  0.064
H: 1.9066 -0.4775 -0.2013  0.025
H: -1.7032 -0.0390 -0.4587  0.088
H: -0.0813 -0.3246 -0.8780  0.116
H: -0.7691 -0.7231 0.5584  0.112
H: 0.2861 0.5171 -3.5680  0.034
H: -0.1085 2.0251 -3.5546  0.012
O: 0.4692 1.3588 -3.1426  -0.064
H: -1.7067 1.9874 4.4917  0.060
H: -1.1902 0.5139 4.5007  0.023
O: -1.0004 1.4129 4.7990  -0.040
H: 0.2194 -2.7489 0.1579  -0.001
H: 1.3772 -2.8079 -0.8403  0.009
O: 1.1820 -2.8862 0.1104  -0.058
H: 1.8956 -2.2385 2.1693  0.021
H: 1.9274 -1.2565 3.4075  0.036
O: 1.6123 -2.1143 3.0843  -0.046
H: -1.9128 3.7874 -3.0562  0.060
H: -2.4405 2.8925 -4.1456  0.063
O: -1.6293 3.0963 -3.6658  -0.041
H: -1.0979 -2.1428 -2.3782  0.015
H: -1.8208 -1.3234 -3.4914  0.063
O: -1.8568 -1.5628 -2.5613  -0.059
H: -1.3939 -2.3638 1.6894  0.055
H: -2.3866 -2.2021 0.3568  0.064
O: -1.4990 -2.3053 0.7158  -0.067
H: -0.0680 -1.2707 3.0021  0.016
H: -1.1245 -1.9572 3.8869  0.082
O: -1.0286 -1.3004 3.1860  -0.062
H: -3.3011 -0.6433 -1.7514  0.029
H: -4.3855 -0.9265 -0.6524  0.065
O: -3.5700 -0.4527 -0.8330  -0.063
H: 0.6387 1.4508 3.9825  0.016
H: 1.9942 1.7747 3.5759  0.059
O: 1.3581 1.0575 3.4372  -0.077
H: 3.7060 -1.4035 -3.2872  0.069
H: 3.4260 -0.8435 -1.8245  0.039
O: 3.0433 -1.2765 -2.6037  -0.047
H: 0.8240 -3.4829 -3.0772  0.086
H: 1.4863 -2.1251 -2.7805  0.015
O: 0.6392 -2.6123 -2.7069  -0.067

Computed properties:
Orbital gap: 9.59 eV
Net charge: +1
2S+1: 1
E: -32294.8058 eV
ΔE to the lowest compared entry with this formula, charge and spin: 14.5 kcal/mol

No. 3
Computed, not measured: a cluster of 14 separate species, C4H37N2O14 in total at a distorted geometry, with the ωB97M-V functional and the def2-TZVPD basis.

Each line ends with the Löwdin charge.
Atoms and positions in Å:
O: -0.2754 -0.3478 -1.0511  -0.052
C: -0.7225 -1.3165 -0.3052  -0.399
N: -0.4247 -1.1460 1.0136  0.034
C: -0.6121 -2.1032 2.0983  -0.067
C: -1.2825 -2.6255 -0.8480  -0.069
N: -1.3668 -2.4047 -2.2886  -0.034
C: -2.8062 -2.1297 -2.7491  0.010
H: 0.0491 -0.2373 1.2552  0.138
H: -0.5968 -3.1913 1.7582  0.105
H: 0.2901 -1.9884 2.7565  0.082
H: -1.5989 -1.9147 2.5432  0.069
H: -0.6079 -3.4462 -0.6243  0.141
H: -2.3118 -2.6101 -0.2292  0.180
H: -0.9624 -3.2136 -2.8901  0.209
H: -0.7326 -1.5651 -2.6718  0.184
H: -3.4606 -1.6807 -1.9085  0.106
H: -3.1866 -3.1988 -2.9293  0.129
H: -2.9379 -1.4502 -3.5373  0.072
H: -2.2715 2.9100 0.3437  0.072
H: -1.4049 2.2392 -0.6289  0.031
O: -1.8001 2.0965 0.2508  -0.087
H: -1.7244 1.7321 2.5528  0.017
H: -0.9307 2.9594 2.3997  0.014
O: -1.8306 2.6760 2.6084  -0.046
H: 1.8954 -1.1622 -3.7650  0.051
H: 2.3161 -2.1888 -2.5896  0.058
O: 1.5612 -1.9946 -3.3324  -0.165
H: -3.1281 1.0328 -0.1046  -0.019
H: -3.8278 0.9239 -1.4514  -0.025
O: -3.7834 0.5961 -0.6282  0.004
H: 0.6339 3.7589 0.1939  0.026
H: -0.0669 2.5336 0.9298  0.073
O: 0.8229 3.0701 0.8241  -0.082
H: -0.0420 4.2478 -1.7703  0.047
H: -0.2859 2.8049 -2.0831  0.080
O: -0.7497 3.5890 -1.6787  -0.067
H: 3.4948 -1.8148 -0.5862  0.045
H: 4.0112 -1.1201 -2.0209  0.103
O: 3.6548 -1.9549 -1.5704  -0.106
H: -4.1041 -1.4075 0.9152  -0.085
H: -4.2050 -1.2317 2.3871  0.102
O: -3.8136 -1.7699 1.6460  -0.004
H: 3.1867 -0.7395 2.3570  0.014
H: 2.9968 -1.6410 3.7005  0.034
O: 2.6400 -1.0293 3.1073  -0.036
H: 2.9388 3.8502 -2.1436  0.017
H: 1.9913 2.8069 -1.2901  0.075
O: 2.0815 3.7136 -1.8147  -0.078
H: 3.3292 2.2810 0.7529  0.100
H: 1.9966 1.8270 0.3007  0.033
O: 2.9537 1.7045 0.0445  -0.092
H: 0.6381 1.3431 4.1264  0.112
H: 1.4841 0.3487 3.4334  -0.001
O: 0.5701 0.6932 3.3300  -0.113
H: 4.8707 -0.3708 0.9238  0.167
H: 3.5340 -0.0001 0.2336  -0.004
O: 3.9132 -0.7436 0.7040  -0.100

Computed properties:
Orbital gap: 9.97 eV
Net charge: +1
2S+1: 1
E: -36386.2433 eV
ΔE to the lowest compared entry with this formula, charge and spin: 120.9 kcal/mol